No. 1
Density functional theory data (ωB97M-V/def2-TZVPD) for C12H16O6S5TeW as an isolated structure in a non-equilibrium geometry.

```
! wB97M-V def2-TZVPD RIJCOSX def2/J DEFGRID3
* xyz 2 1
W 0.056 -1.042 -0.903
C 2.180 0.377 2.658
C 1.276 -0.847 2.780
S 1.149 -1.913 1.308
C 2.869 -2.204 0.897
C 3.583 -1.278 -0.106
S 2.578 -0.256 -1.194
C 3.158 1.418 -0.851
C 3.023 2.024 0.567
S 1.563 1.490 1.430
H 3.184 0.053 2.389
H 2.236 0.904 3.607
H 0.248 -0.589 3.034
H 1.652 -1.544 3.530
H 2.876 -3.222 0.533
H 3.392 -2.212 1.852
H 4.170 -1.896 -0.777
H 4.270 -0.591 0.384
H 2.624 1.997 -1.600
H 4.206 1.364 -1.151
H 2.987 3.109 0.505
H 3.891 1.758 1.168
O -1.398 -1.007 -2.222
S -2.442 -1.773 -1.381
O -3.134 -2.837 -1.991
O -1.512 -2.163 -0.234
C -3.449 -0.388 -1.020
C -4.800 -0.557 -1.140
C -5.625 0.572 -1.163
C -5.084 1.834 -1.098
C -3.703 2.025 -0.967
C -2.879 0.932 -0.942
S -1.195 1.272 -0.474
O -0.076 0.899 -1.496
O -1.107 2.586 0.025
O -0.935 0.113 0.484
H -5.215 -1.554 -1.238
H -6.696 0.443 -1.257
H -5.731 2.700 -1.137
H -3.287 3.021 -0.869
Te 1.100 -3.018 -1.941
*
```

Calculated values
* energy above the lowest of the compared OMol25 structures with the same formula, charge and spin: 0.000 eV
* strongest force on any atom: 5.1 eV/A

***

No. 2
Density functional theory data (ωB97M-V/def2-TZVPD) for the molecule C12H17BrFNO in a non-equilibrium geometry.

```
! wB97M-V def2-TZVPD RIJCOSX def2/J DEFGRID3
* xyz 0 1
C -2.528 -2.527 0.243
C -1.302 -2.278 -0.890
C -0.239 -1.587 -0.323
N -0.704 -0.461 0.101
C -1.172 0.607 -0.691
C -2.286 1.606 -0.385
O -3.505 0.851 -0.351
C 0.155 0.328 1.337
C 1.487 0.657 0.684
C 1.657 1.958 0.551
C 2.980 2.212 -0.056
C 3.911 1.381 -0.175
F 5.124 1.922 -0.718
C 3.848 0.227 0.073
Br 5.021 -1.062 0.107
C 2.492 -0.208 0.785
H -2.823 -1.559 0.407
H -2.237 -3.025 0.938
H -3.349 -3.099 -0.227
H -1.040 -3.386 -1.087
H -1.851 -1.781 -1.808
H 0.516 -1.267 -1.106
H 0.063 -2.165 0.635
H -0.364 1.206 -0.888
H -1.458 -0.019 -1.734
H -2.419 2.638 -0.933
H -2.158 2.073 0.639
H -4.129 1.308 0.102
H -0.288 1.115 1.749
H 0.249 -0.724 2.057
H 0.950 2.900 0.314
H 3.069 3.443 -0.237
H 2.331 -1.284 0.887
*
```

Calculated values
* energy above the lowest of the compared OMol25 structures with the same formula, charge and spin: 10.703 eV
* strongest force on any atom: 17.3 eV/A
* SMILES: CCCN(CCO)Cc1ccc(F)c(Br)c1

***

No. 3
Density functional theory data (ωB97M-V/def2-TZVPD) for C12H17ClO2Re as an isolated structure.

```
! wB97M-V def2-TZVPD RIJCOSX def2/J DEFGRID3
* xyz 2 2
Re -0.780 0.340 -0.139
C 1.422 0.720 -0.227
C 1.129 0.295 1.122
C 0.609 -1.027 1.064
C 0.576 -1.441 -0.321
C 1.071 -0.353 -1.133
C 1.359 -0.405 -2.604
C 0.163 -2.781 -0.816
C 0.156 -1.850 2.220
C 1.319 1.109 2.356
C 2.026 2.019 -0.631
H 2.344 -0.843 -2.770
H 1.365 0.590 -3.047
H 0.635 -1.017 -3.139
H 1.030 -3.447 -0.773
H -0.173 -2.749 -1.851
H -0.615 -3.225 -0.197
H 0.987 -2.484 2.542
H -0.670 -2.509 1.955
H -0.138 -1.237 3.068
H 2.292 0.863 2.792
H 0.562 0.892 3.107
H 1.313 2.177 2.150
H 3.099 1.869 -0.781
H 1.904 2.787 0.129
H 1.622 2.383 -1.576
Cl -2.250 0.964 -1.904
C -3.727 1.494 -0.930
C -3.540 1.214 0.558
O -4.418 1.363 1.322
O -2.271 0.807 0.912
H -4.560 0.926 -1.337
H -3.842 2.559 -1.121
*
```

Calculated values
* expectation value of S²: 0.772
* energy above the lowest of the compared OMol25 structures with the same formula, charge and spin: 0.000 eV
* strongest force on any atom: 0.3 eV/A

***

No. 4
Density functional theory data (ωB97M-V/def2-TZVPD) for C12H17F10NO9SSi2 as an isolated structure in a non-equilibrium geometry.

```
! wB97M-V def2-TZVPD RIJCOSX def2/J DEFGRID3
* xyz 0 1
N 1.516 -0.672 -0.301
C 1.770 0.730 0.008
C 0.431 1.461 0.260
Si -0.133 2.607 -1.097
O 0.967 2.914 -2.293
Si 1.242 1.880 -3.565
F 1.052 0.385 -3.100
S -2.053 1.918 -2.031
O -2.042 0.528 -2.400
O -2.265 2.854 -3.110
C -3.453 2.256 -0.829
F -2.938 3.177 0.029
F -4.488 2.803 -1.476
C -3.904 1.072 0.046
F -2.840 0.654 0.747
F -4.813 1.571 0.903
C -4.545 -0.178 -0.637
F -5.306 -0.770 0.311
F -3.601 -1.049 -1.010
C -5.494 0.090 -1.830
F -4.862 0.630 -2.865
F -6.480 0.907 -1.425
F -6.029 -1.083 -2.203
H 2.141 -1.028 -1.005
H 1.624 -1.217 0.538
H 2.386 1.207 -0.741
H 2.326 0.778 0.934
H 0.521 2.069 1.150
H -0.314 0.700 0.444
H -0.480 3.911 -0.513
H 0.358 2.178 -4.695
H 2.646 2.050 -3.972
C 2.598 -4.639 -2.125
C 1.275 -4.960 -1.460
O 1.561 -4.712 -0.080
C 2.598 -3.846 -0.008
O 2.961 -3.309 0.981
O 3.158 -3.671 -1.231
H 2.490 -4.217 -3.120
H 3.264 -5.503 -2.170
H 0.474 -4.290 -1.779
H 0.960 -5.991 -1.601
C 2.224 1.162 5.740
C 3.387 1.542 4.846
O 3.299 0.565 3.804
C 2.025 0.109 3.752
O 1.592 -0.581 2.895
O 1.315 0.558 4.813
H 1.757 2.014 6.227
H 2.500 0.423 6.493
H 3.269 2.535 4.407
H 4.351 1.481 5.341
*
```

Calculated values
* energy above the lowest of the compared OMol25 structures with the same formula, charge and spin: 0.280 eV
* strongest force on any atom: 1.7 eV/A